Entry 1:
84
Properties=species:S:1:pos:R:3:forces:R:3 method="wB97M-V/def2-TZVPD" e_lumo_ev="3.733 / 3.332" orbital_gap_ev="6.792 / 5.098" homo_ev="-3.059 / -1.766" de_lowest_kcal_mol=142.55 charge=-2
Sc -0.164848 0.096622 -0.571144 0.1685 0.9644 -0.4380
C -2.361737 4.028554 1.191214 -0.0839 -0.0707 -0.0521
C -2.770518 2.744228 1.059160 0.0227 0.1155 0.0577
C -1.897416 1.579064 1.392172 -0.2160 -0.0738 -0.1562
C -0.503340 1.988123 1.821897 -0.0060 0.1143 0.1113
C -0.147460 3.300277 1.933858 0.0206 -0.0043 -0.0585
C -1.055945 4.334017 1.640218 0.0721 0.0081 0.0332
P 0.578050 0.565583 2.123751 -0.0264 0.1606 -0.3623
C -0.132194 -0.050307 3.690083 0.0174 -0.1293 0.0219
C -0.021725 -1.411245 3.957226 -0.0314 0.0110 0.0153
C -0.552392 -1.948045 5.120410 0.0099 -0.0029 -0.0181
C -1.218817 -1.127826 6.017836 -0.0147 -0.0195 0.0321
C -1.351949 0.227871 5.750172 -0.0124 -0.0073 0.0126
C -0.809287 0.763256 4.593099 0.0146 0.0551 0.0111
C 2.198704 1.326107 2.586396 -0.0760 -0.0941 0.0809
C 2.521065 1.174747 3.932471 0.0347 0.0206 0.0364
C 3.593351 1.837722 4.525158 -0.0209 -0.0163 -0.0215
C 4.304111 2.732399 3.777270 0.0088 0.0102 -0.0178
C 4.036370 2.911367 2.403308 0.0657 0.0294 0.1034
C 4.770396 3.919705 1.720580 -0.0201 -0.0351 0.0240
C 4.536458 4.164626 0.380747 0.0287 0.0568 -0.0597
C 3.702712 3.336179 -0.331575 0.0245 0.0375 -0.0381
C 3.035883 2.226236 0.270819 -0.0619 -0.0960 -0.0035
C 3.043003 2.117598 1.741870 -0.0125 -0.0383 -0.0516
H -3.030691 4.836608 0.918842 -0.0023 0.0071 -0.0023
H -3.749219 2.492364 0.671131 -0.0133 -0.0157 0.0057
H -2.367406 1.020531 2.220144 0.0124 0.0787 -0.0045
H 0.861155 3.561122 2.234746 0.0018 -0.0159 -0.0041
H -0.736303 5.363911 1.725988 0.0015 0.0122 -0.0045
H 0.461558 -2.056220 3.234406 0.0102 -0.0001 -0.0162
H -0.468895 -3.010538 5.309708 -0.0078 -0.0100 0.0094
H -1.652656 -1.548151 6.917094 -0.0008 0.0023 0.0008
H -1.887848 0.868277 6.439590 -0.0055 0.0035 0.0078
H -0.914636 1.821534 4.383117 0.0074 -0.0052 -0.0119
H 1.908076 0.548723 4.562103 -0.0108 -0.0029 -0.0046
H 3.812350 1.680640 5.574308 0.0092 0.0050 0.0056
H 5.092734 3.328314 4.222871 0.0118 0.0037 0.0023
H 5.472601 4.514128 2.291620 0.0154 0.0137 -0.0069
H 5.034144 4.987185 -0.120474 -0.0046 0.0002 -0.0050
H 3.562762 3.484475 -1.391499 0.0003 0.0080 -0.0026
F -4.327948 -2.838588 0.754192 0.1778 0.2203 -0.1687
Te -3.146589 -1.497053 0.142074 -0.3383 -0.6820 0.3284
F -3.874867 -0.526058 1.607076 -0.0894 0.0621 0.0278
F -1.848273 -1.991289 1.604792 -0.1744 0.0495 -0.1369
F -2.208761 -3.431531 -0.690329 -0.1536 0.3107 0.0059
F -4.686180 -0.673954 -0.804994 0.1510 -0.3578 0.1484
O -1.880279 0.694204 0.277979 0.6176 -0.3528 0.1734
N -0.301324 -0.366345 -2.903022 0.1138 0.0081 0.0960
C -1.340666 -0.596407 -3.878196 -0.0563 -0.1106 0.0111
C -1.573912 0.327443 -4.881605 0.0182 -0.0185 -0.0064
C -2.486875 0.039503 -5.889528 0.0293 0.1372 -0.0760
C -3.164202 -1.164150 -5.902586 0.0144 -0.1236 0.0376
C -2.973418 -2.057518 -4.853442 -0.0191 -0.0545 0.0360
C -2.072249 -1.782079 -3.836904 0.0298 0.1122 -0.0297
S -4.206254 -1.622563 -7.294258 -0.1073 -0.0043 -0.0764
O -4.322489 -0.398725 -8.080464 -0.0037 -0.0515 0.0440
O -5.452251 -2.080389 -6.695114 0.0772 0.0414 -0.0300
O -3.453025 -2.681878 -7.959684 0.0104 0.0573 0.0551
H 0.234871 0.464595 -3.150238 -0.0527 -0.0441 0.0052
H 0.324931 -1.167642 -2.914324 0.0057 0.0937 0.0159
H -1.023018 1.261752 -4.893941 0.0131 0.0034 0.0165
H -2.662079 0.741009 -6.694460 -0.0145 -0.0125 -0.0078
H -3.539158 -2.979996 -4.839398 -0.0106 -0.0053 -0.0112
H -1.939603 -2.477631 -3.013216 -0.0040 0.0099 0.0254
C 0.780382 -4.207420 -2.179246 0.0429 0.0095 -0.0514
N 0.519054 -4.224610 -0.751527 -0.2474 0.0216 -0.0305
C 0.005546 -5.474484 -0.210232 0.0399 0.0572 0.0215
C 0.093394 -3.101078 -0.173283 0.0475 0.1716 0.0742
O 0.183247 -1.989013 -0.721210 0.1811 -0.3095 0.0540
H 1.389389 -5.072939 -2.437588 -0.0079 -0.0105 -0.0009
H 1.327534 -3.303825 -2.439306 -0.0178 -0.0244 0.0191
H -0.155479 -4.237652 -2.743678 -0.0018 0.0154 0.0105
H 0.664586 -6.292024 -0.503831 -0.0177 0.0086 0.0017
H -1.010981 -5.639113 -0.570478 -0.0135 -0.0488 -0.0240
H -0.019583 -5.413995 0.876038 -0.0211 0.0084 0.0093
H -0.257356 -3.183344 0.852868 -0.1002 -0.0623 -0.0168
C 3.865150 0.553385 -2.395616 -0.0298 -0.0486 -0.0267
O 2.819006 1.399127 -1.949468 0.0302 0.1156 0.0603
C 2.565614 1.235599 -0.596978 -0.0106 0.1687 0.1142
O 1.957541 0.169565 -0.278254 -0.1291 -0.2263 -0.0410
H 3.911286 0.647468 -3.479522 0.0069 0.0024 0.0033
H 3.663659 -0.488568 -2.130545 0.0169 0.0055 0.0014
H 4.822642 0.861768 -1.961463 -0.0006 -0.0191 0.0041
F 0.068825 1.836722 -1.337759 0.0669 -0.2038 0.1024

***

Entry 2:
181
Properties=species:S:1:pos:R:3:forces:R:3 method="wB97M-V/def2-TZVPD" e_lumo_ev=-0.022 orbital_gap_ev=9.210 homo_ev=-9.232 de_lowest_kcal_mol=199.14 charge=0
C 8.372893 3.608543 -1.294286 -0.0960 -0.6537 -1.2532
C 7.924017 3.907149 -2.769701 0.7837 -0.1983 1.1577
O 8.242238 5.281797 -3.050619 -1.1561 2.0356 -0.6997
C 7.359202 6.311945 -2.823423 -0.9364 -1.7798 0.8922
O 6.294602 6.208568 -2.232486 2.1554 0.3793 -1.5361
C 7.979737 7.719422 -3.244577 -3.8301 -1.1533 1.0055
F 9.064816 7.666199 -3.893407 1.6290 -0.1155 -2.6232
F 6.961827 8.476203 -3.858186 2.0887 -1.1176 0.6175
F 8.287152 8.260806 -2.102487 -0.1502 1.4998 1.8012
H 9.456797 3.568378 -1.186402 0.0601 0.2991 -0.3321
H 8.056725 2.590438 -1.067169 -0.2960 0.0780 0.2997
H 8.002471 4.324422 -0.560525 -0.3391 -0.1040 -0.2623
H 6.918481 3.567290 -3.017691 -0.4612 0.8856 0.5198
H 8.491948 3.373999 -3.532142 0.5442 -0.0680 0.4142
C 1.561515 -2.387819 9.475829 -0.8088 0.1794 -0.6400
C 2.396623 -1.184824 9.043900 -0.8737 -0.2525 2.0597
O 2.927666 -1.438610 7.768357 1.2530 0.5519 -1.9728
C 3.678548 -0.472373 7.177015 -0.8755 2.2576 2.6685
O 3.733061 0.691642 7.571048 -0.0879 -2.5994 -1.0598
C 4.598578 -0.927561 6.046998 -0.9744 -1.0616 -1.7499
F 4.391364 -0.273261 4.912444 -1.1033 0.7458 -0.4898
F 5.839156 -0.679437 6.316876 1.7399 -0.1880 1.3585
F 4.439807 -2.232079 5.729411 0.1120 0.1301 0.6692
H 0.706514 -2.439074 8.801696 0.1483 -0.2402 -0.5663
H 0.996090 -2.174746 10.383016 0.7207 -0.0483 0.5217
H 2.032305 -3.370898 9.474701 0.2201 0.2609 0.2309
H 3.194357 -0.946108 9.747267 0.2857 -0.2018 -0.1208
H 1.696992 -0.356530 9.155877 0.2309 0.4457 -0.9289
C 0.514180 -6.500431 4.109244 -0.9878 -0.3771 0.2115
C 1.229859 -6.298885 5.433552 0.8679 0.2785 -1.3721
O 0.377908 -6.336977 6.550870 -1.2368 2.3727 2.0865
C -0.276386 -7.403902 6.894814 2.3059 -3.5136 -3.2951
O -0.119692 -8.437278 6.235068 -1.0567 1.3102 1.6453
C -1.045000 -7.460412 8.197654 -0.6476 -1.8554 -0.4045
F -0.282599 -8.028338 9.144114 0.0079 0.1723 -0.1135
F -1.468509 -6.314655 8.627626 -0.5516 1.1318 0.4119
F -2.099567 -8.306547 7.971741 0.6467 0.9897 0.4883
H -0.385429 -5.885992 4.073580 -0.0751 0.3270 0.3687
H 0.114198 -7.512134 4.041635 0.5096 -0.0627 -0.4740
H 1.066564 -6.143005 3.240207 0.4189 -0.5002 0.1770
H 1.646927 -5.293873 5.369418 -0.0902 0.0738 0.6663
H 2.062608 -6.967619 5.651315 -0.1112 -0.3100 -0.4011
C -2.982299 7.507191 -5.621600 -0.8516 -0.1626 0.6342
C -1.490426 7.426673 -5.994476 -1.1378 -0.1921 0.4787
O -0.806572 8.652379 -5.762596 0.4074 1.3294 -0.6639
C -0.509980 9.114085 -4.573837 -0.1057 -1.1699 2.6619
O -0.756789 8.560746 -3.495219 0.6968 1.6839 -2.6033
C 0.283641 10.507980 -4.718276 0.1750 -1.4514 -1.1055
F 1.144130 10.682416 -3.703043 -1.2009 0.3261 -0.6483
F 1.043773 10.459798 -5.871877 -0.9598 0.3680 1.3289
F -0.628778 11.501442 -4.847539 1.1670 -0.5138 0.4779
H -3.211948 7.392222 -4.562292 0.6608 -0.2053 0.2171
H -3.616272 6.756630 -6.093648 0.5163 -0.3745 -0.3079
H -3.545130 8.416895 -5.830836 0.7743 0.4863 -0.5792
H -1.375879 7.249975 -7.063942 0.0880 0.0400 0.1587
H -0.961635 6.662071 -5.425381 -0.2339 -0.1772 -0.0465
C -3.137989 -0.770992 -2.347400 0.3242 1.3599 0.5635
C -2.399732 -1.450234 -3.466325 -1.0153 -2.1733 1.3370
O -2.748857 -0.913984 -4.717249 -1.3830 0.8585 -2.3264
C -3.862030 -1.308608 -5.433021 -0.5419 -3.2393 1.8346
O -4.542805 -2.330371 -5.219087 2.2177 3.6751 -0.5337
C -4.154352 -0.389558 -6.677383 -2.5063 -0.4481 1.3468
F -5.278847 0.419837 -6.449374 1.0639 -1.4956 -0.1022
F -3.206229 0.458205 -6.890520 1.2978 0.2307 -1.0633
F -4.455782 -1.222034 -7.701364 0.6845 1.2768 0.5198
H -2.528727 0.124764 -2.226934 -0.6425 0.5878 0.4483
H -3.117499 -1.266411 -1.376711 0.2805 -0.4402 -0.2402
H -4.181331 -0.505174 -2.517382 0.0944 -0.0987 -0.4107
H -2.632334 -2.514107 -3.419845 0.1091 -0.1674 -0.4730
H -1.340243 -1.330035 -3.240170 0.0384 0.0981 -0.8566
C 4.596847 -14.376444 -2.448538 0.2408 -1.1290 -0.5001
C 4.965491 -13.138894 -3.188519 0.8855 0.3473 0.5831
O 4.118359 -12.156830 -2.610149 -0.5134 3.3827 0.4655
C 4.390361 -10.818436 -2.742361 2.0882 0.3759 -4.1613
O 5.062354 -10.300777 -3.673132 -2.1957 -2.1055 3.4799
C 3.736569 -9.890628 -1.671107 0.6367 -2.3880 -0.4345
F 3.591440 -10.662717 -0.580518 0.0137 0.7396 0.5902
F 4.512412 -8.855029 -1.445671 0.0631 0.2288 0.3876
F 2.547601 -9.487271 -2.048799 -0.7781 0.4775 -0.2704
H 4.609814 -14.284967 -1.362458 -0.1142 0.3600 -0.1452
H 5.368854 -15.105011 -2.696096 -0.2010 -0.3930 -0.0580
H 3.626866 -14.726444 -2.801722 0.0156 -0.1994 0.2610
H 4.883708 -13.224077 -4.272106 -0.2736 0.1612 0.0636
H 5.990256 -12.867866 -2.934572 0.1313 0.1443 -0.2597
C -7.681532 3.040847 -3.551373 0.5450 0.4499 0.2868
C -8.907815 2.301415 -3.042267 1.8169 -1.6123 -0.1080
O -9.922719 2.749050 -3.846734 -4.3895 1.4023 -1.4474
C -11.181010 2.183691 -3.932018 2.1239 -3.3937 0.3952
O -11.516300 1.131462 -3.408014 0.4656 2.5085 -0.5388
C -12.014121 2.844169 -5.052740 -0.6966 -1.3854 0.5666
F -11.236857 3.531723 -5.836382 0.2651 0.4373 -1.2106
F -12.781991 1.949865 -5.767096 1.4833 0.7455 0.6474
F -12.870679 3.636417 -4.460533 -1.0070 1.2432 0.4942
H -6.720643 2.557729 -3.374180 -0.1891 -0.2807 0.5566
H -7.645663 4.025271 -3.084758 0.1092 0.1478 -0.2896
H -7.690086 3.130636 -4.637631 -0.4323 0.1542 0.0366
H -9.099516 2.444000 -1.978763 -0.0697 -0.0664 -0.0535
H -8.775483 1.251432 -3.303234 -0.0161 -0.3569 0.6591
C -5.753593 -6.182292 1.277175 -0.6523 1.1899 -0.4006
C -4.348827 -5.598473 1.455316 -0.5643 -2.1277 1.6462
O -4.246994 -4.343374 2.154677 -0.7216 1.4989 2.1694
C -4.603438 -4.240248 3.548702 -0.4854 -4.6389 -1.9368
O -5.063062 -5.204661 4.187474 1.7269 3.9964 -1.8632
C -4.319355 -2.813126 4.110992 0.2977 -0.5930 1.7662
F -3.841840 -1.955499 3.195444 -0.6781 -0.6391 1.0780
F -5.428375 -2.412267 4.730876 -0.8446 0.7812 -1.3135
F -3.486693 -2.884791 5.198116 0.7342 -0.2684 -1.5853
H -6.354901 -6.368651 2.167011 0.5633 -0.1913 0.1932
H -5.743209 -7.055910 0.625414 0.3005 -0.1500 0.2525
H -6.339333 -5.452050 0.718824 -0.1133 0.1622 -0.1689
H -3.890275 -5.633703 0.467091 0.2786 1.1878 0.2327
H -3.786776 -6.294393 2.078124 0.1811 -0.2090 -0.0758
C -14.756741 11.022770 -2.600779 0.1706 0.3353 2.3557
O -13.938401 10.067305 -1.854133 -2.2270 -0.4195 -2.4125
C -12.851040 10.606065 -1.280030 3.2460 0.1572 0.8797
C -12.085028 9.455672 -0.563675 -2.5550 -0.0913 -0.6069
O -10.931144 9.808543 0.053554 2.2874 -0.5955 0.9991
C -10.520309 8.700243 0.907396 0.5417 1.0373 0.4959
C -9.032283 8.862559 1.194428 -0.6742 0.7704 0.8897
O -8.625370 7.879423 2.107518 -0.3693 -1.4806 -0.6531
C -7.272793 7.857050 2.461583 0.6593 1.2745 -0.4168
H -14.273461 11.866875 -3.092737 0.9370 -0.7502 -0.7854
H -15.177705 11.598741 -1.776669 -1.1015 -0.0085 -0.0249
H -15.518583 10.530142 -3.204943 0.3830 -0.0870 0.1808
H -13.030997 11.451533 -0.616013 -0.3868 0.0565 0.4436
H -12.137522 10.979737 -2.014438 0.1233 0.3286 -0.4570
H -11.895634 8.675625 -1.301073 -0.1954 -0.2116 -0.2409
H -12.742365 9.058243 0.209676 -0.5879 -0.3194 -0.1029
H -10.693379 7.681690 0.559961 -0.3124 0.1641 -0.7652
H -11.073776 8.813446 1.839579 -0.0843 -0.1510 0.1574
H -8.959472 9.787694 1.766203 0.3916 0.7153 -0.6515
H -8.484893 8.877338 0.251952 0.3240 -0.0079 0.0752
H -6.880344 6.842289 2.527405 -0.3688 0.0677 0.6929
H -7.123397 8.551367 3.288447 0.0562 -0.7320 0.9455
H -6.593734 8.351194 1.766745 -0.2554 -0.0548 -1.0010
C 14.111212 -7.498087 2.596283 -1.9925 -0.9551 0.7575
O 13.310228 -7.148280 1.457750 1.3956 -0.8320 0.7687
C 14.118821 -6.486624 0.558820 0.2802 3.5208 -0.8396
C 14.050029 -4.930799 0.897404 0.3496 -1.2067 -0.9522
O 12.940464 -4.304351 0.296749 0.0047 0.0014 0.5823
C 11.707664 -4.734043 0.823273 -0.8881 0.2284 -0.6248
C 10.614953 -3.805507 0.369546 0.4847 0.2431 -1.1634
O 10.719738 -2.509590 0.876923 -0.2484 0.7109 0.9099
C 9.785495 -2.249718 1.894370 -0.5601 -0.1477 -0.5268
H 14.784446 -8.323646 2.365397 0.1436 0.1182 -0.0456
H 13.337039 -7.829706 3.288226 0.2266 -0.5512 0.2192
H 14.601713 -6.725187 3.187998 0.2881 0.6294 -0.8197
H 13.812656 -6.593140 -0.481852 -0.6260 -0.1682 0.0659
H 15.185308 -6.704525 0.502048 0.1563 -0.8193 0.7479
H 14.955567 -4.464638 0.509090 -0.1226 0.2459 -0.1693
H 14.039365 -4.768277 1.975164 -0.0527 -0.1766 0.2343
H 11.605419 -4.786519 1.907199 0.8044 0.0425 0.3755
H 11.413633 -5.713901 0.447054 0.2648 -0.3511 -0.0540
H 9.679121 -4.311578 0.606620 -0.3858 0.2602 -0.0357
H 10.683749 -3.580279 -0.694708 -0.0881 -0.9309 -0.3645
H 9.939181 -1.228221 2.242257 0.3538 -0.4292 0.6502
H 9.755601 -3.094673 2.582309 0.5032 0.4746 0.9214
H 8.756665 -2.256061 1.534424 -0.2984 0.0970 -0.6373
C 3.036605 -1.608587 0.146931 -0.6988 0.5262 0.6393
O 2.202377 -1.570734 1.341436 1.4105 0.9930 -0.6672
C 1.051698 -0.724137 1.227556 -0.0594 -0.0538 -0.1787
C 1.106945 0.794173 0.851711 1.6215 -1.3289 -1.0626
O 1.478679 0.913507 -0.537404 -0.5695 0.5616 -0.7644
C 1.893360 2.222720 -1.037039 -0.7180 -1.2423 1.0186
C 0.706321 3.198269 -1.372941 1.8507 -1.6275 1.9928
O -0.205931 3.221412 -0.276577 1.2296 0.4346 -0.6230
C -1.470024 3.689701 -0.657891 -0.1367 -0.6841 0.0062
H 3.795088 -2.380946 0.274424 -0.1702 0.0871 0.1629
H 3.489322 -0.635034 -0.041068 0.2726 -0.0058 0.2717
H 2.457458 -1.786904 -0.759099 -0.3323 -0.3727 0.0211
H 0.632516 -0.682869 2.232889 -0.2140 -0.4604 0.0102
H 0.467668 -1.349361 0.552202 -1.0494 0.7868 -0.1747
H 1.931343 1.225672 1.419401 -0.1024 0.3095 0.4517
H 0.158463 1.280299 1.080063 0.0480 -0.0988 -0.0248
H 2.457864 2.042321 -1.951858 -0.2336 -0.1652 -0.1958
H 2.657640 2.536929 -0.326230 -0.3022 0.8985 0.2502
H 0.280210 2.750922 -2.270949 -0.3979 0.6561 -0.2142
H 1.230302 4.152665 -1.424621 -0.5506 0.4092 -0.8689
H -1.489178 4.550193 -1.326695 0.3665 0.3836 0.2134
H -1.972621 3.896986 0.286846 -0.4263 -0.0142 -0.3652
H -1.895271 2.866495 -1.231995 -0.8641 -0.0044 0.0908